Entry 1:
ORCA calculation (ωB97M-V/def2-TZVPD) on a cluster of 2 separate species, C15H29N2O6PS2 in total at a distorted geometry.

- frontier orbital gap (eV) = 7.745
- HOMO level (eV) = -8.49
- SMILES = C[C@@H](O)COP(CCCSC(=S)n1ccnc1)COO.COCCOC

```
! RIJCOSX wB97M-V def2-TZVPD def2/J DEFGRID3
* xyz 0 1
C 5.0435 -1.7308 -1.3971
C 3.9664 -0.8296 -2.0994
O 2.7255 -1.5063 -2.1574
C 3.8661 0.4799 -1.2711
O 3.0722 1.4169 -2.0075
P 3.6741 2.9694 -2.0382
C 2.1264 4.0101 -2.0366
C 0.9944 3.3492 -1.1638
C -0.1932 2.9136 -2.0555
S -1.0934 1.4623 -1.4501
C -2.6654 2.0508 -0.8763
S -2.7985 3.4905 -0.1385
N -3.7845 1.2107 -1.0510
C -4.4331 0.6035 -0.0165
C -5.4384 -0.1602 -0.5072
N -5.4150 0.0110 -1.8895
C -4.4603 0.8113 -2.1873
C 4.4714 3.4176 -0.4233
O 3.7763 2.9241 0.7207
O 4.6751 3.1378 1.8017
H 5.8187 -2.0285 -2.1135
H 4.5395 -2.6646 -1.1120
H 5.4776 -1.2586 -0.5089
H 4.3424 -0.5432 -3.0867
H 2.5440 -1.7769 -1.2479
H 4.8984 0.8054 -1.0906
H 3.3080 0.2200 -0.3582
H 2.4048 4.9313 -1.5066
H 1.7839 4.2049 -3.0569
H 0.6137 4.1195 -0.4780
H 1.4080 2.5456 -0.5475
H -0.8753 3.7675 -2.1481
H 0.2090 2.6516 -3.0430
H -4.2060 0.7054 1.0390
H -6.1255 -0.7812 0.0485
H -4.2265 1.1339 -3.1946
H 5.4719 2.9507 -0.4129
H 4.6613 4.5019 -0.3386
H 4.5418 2.4048 2.4199
C -2.4987 -1.6827 3.4328
O -3.6472 -2.3056 2.8853
C -3.4169 -2.8422 1.5878
C -3.2334 -4.3442 1.6340
O -2.0311 -4.7019 2.3038
C -2.2537 -5.1542 3.6280
H -2.6954 -1.4817 4.4853
H -1.6169 -2.3235 3.3574
H -2.3052 -0.7315 2.9241
H -2.5579 -2.3584 1.1137
H -4.3038 -2.6144 0.9888
H -3.1509 -4.7189 0.6090
H -4.0977 -4.8262 2.1006
H -2.7045 -6.1523 3.6144
H -2.8976 -4.4703 4.1863
H -1.2883 -5.2131 4.1292
*
```

=====

Entry 2:
ORCA calculation (ωB97M-V/def2-TZVPD) on a structure of composition C34H24BrClIN7OPmSSe at a distorted geometry.

- <S²> = 6.004
- ΔE to the lowest compared entry with this formula, charge and spin (kcal per mole) = 17.0
- frontier orbital gap (alpha / beta) (eV) = 6.632 / 6.639
- HOMO level (alpha / beta) (eV) = -9.91 / -9.91

```
! RIJCOSX wB97M-V def2-TZVPD def2/J DEFGRID3
* xyz 1 5
Pm 0.7576 -0.2737 -0.1901
Cl 4.4394 5.7364 -2.2226
C 3.7218 4.1670 -2.0898
C 4.3151 3.1003 -2.7067
C 3.7486 1.8232 -2.6263
I 4.6587 0.2083 -3.6098
C 2.5883 1.5718 -1.9084
O 2.0025 0.4015 -1.8283
C 1.9902 2.6904 -1.2389
N 0.8574 2.4307 -0.5215
C 0.2216 3.4462 0.0299
C 0.6664 4.7711 -0.0490
C 1.8254 5.0435 -0.7238
C 2.5318 3.9973 -1.3504
H 5.2273 3.2459 -3.2686
H -0.6911 3.2089 0.5688
H 0.0955 5.5571 0.4246
H 2.2037 6.0542 -0.7951
S 2.7556 -2.2857 0.0067
C 1.4064 -3.1360 0.6960
C 1.4258 -4.5291 0.8490
C 0.3509 -5.1566 1.4351
C -0.7344 -4.3908 1.8645
C -0.6896 -3.0315 1.6691
N 0.3445 -2.3947 1.0948
H 2.2936 -5.0724 0.5037
H 0.3461 -6.2313 1.5634
H -1.5928 -4.8470 2.3361
H -1.5209 -2.4043 1.9743
N -1.2638 0.7192 -1.7234
C -2.4304 1.1537 -1.0158
C -3.5440 1.6264 -1.6597
C -4.6764 2.0617 -0.9465
C -4.6848 2.0289 0.4176
C -3.5721 1.5148 1.1192
C -3.5446 1.4080 2.5265
C -2.4691 0.8295 3.1399
C -1.4160 0.3547 2.3457
N -1.3710 0.4805 1.0344
C -2.4379 1.0548 0.4024
H -1.5224 0.3888 -2.6452
H -0.6249 1.5024 -1.8572
H -3.5458 1.6756 -2.7423
H -5.5336 2.4349 -1.4899
H -5.5404 2.3767 0.9825
H -4.3865 1.7711 3.1032
H -2.4227 0.7140 4.2136
H -0.5784 -0.1554 2.8109
Se 1.6820 -2.0891 -2.7863
N 0.1777 -1.8579 -1.8769
C -0.7219 -2.7415 -2.3448
C -2.0394 -2.8894 -1.8614
C -2.8358 -3.8480 -2.4262
C -2.3683 -4.6741 -3.4769
C -1.1005 -4.5486 -3.9701
C -0.2449 -3.5759 -3.4078
N 1.0224 -3.3387 -3.7790
H -2.3863 -2.2525 -1.0562
H -3.8463 -3.9837 -2.0627
H -3.0341 -5.4172 -3.8948
H -0.7377 -5.1702 -4.7774
Br 3.0197 1.1977 6.5160
C 2.6424 0.9508 4.6899
C 3.1160 -0.1635 4.0186
C 2.7829 -0.3227 2.6849
N 2.0052 0.5349 2.0061
C 1.5917 1.6231 2.6713
C 1.8830 1.8805 3.9957
H 3.7333 -0.8954 4.5192
H 3.1536 -1.1734 2.1305
H 0.9909 2.3288 2.1124
H 1.5341 2.7848 4.4732
*
```

=====

Entry 3:
ORCA calculation (ωB97M-V/def2-TZVPD) on a structure of composition C5H7N3 at a distorted geometry.

- ΔE to the lowest compared entry with this formula, charge and spin (kcal per mole) = 106.0
- frontier orbital gap (alpha / beta) (eV) = 6.975 / 7.330
- HOMO level (alpha / beta) (eV) = -7.78 / -8.11

```
! RIJCOSX wB97M-V def2-TZVPD def2/J DEFGRID3
* xyz 0 1
C -0.4056 1.8881 0.5172
C 0.5753 -0.4224 -0.0291
C -0.5747 -1.2626 0.2174
N 1.8438 -0.8661 -0.1796
C 0.0091 0.8125 -0.4690
N -0.7652 -2.5056 0.3944
C -1.6087 -0.2636 -0.3833
N -2.7305 -0.0364 -0.6579
H 2.5866 -0.1964 -0.3022
H 2.0171 -1.8359 -0.3990
H 0.1031 -3.0444 0.3833
H 0.4992 1.2509 -1.3420
H -0.9168 1.4439 1.3707
H -1.0957 2.5772 0.0285
H 0.4631 2.4608 0.8507
*
```

=====

Entry 4:
ORCA calculation (ωB97M-V/def2-TZVPD) on the ion C7H8BrN2S with charge +1 at a distorted geometry.

- ΔE to the lowest compared entry with this formula, charge and spin (kcal per mole) = 32.4
- frontier orbital gap (eV) = 8.324
- HOMO level (eV) = -12.79

```
! RIJCOSX wB97M-V def2-TZVPD def2/J DEFGRID3
* xyz 1 1
C 2.1455 0.1453 0.4956
C 1.9578 1.4598 0.1079
C 1.0589 -0.6720 0.7756
C 0.6757 1.9816 0.0001
C -0.2285 -0.1687 0.6754
C -0.3984 1.1590 0.2738
C -2.8005 0.3391 -0.4271
N -1.4030 -0.9336 0.9123
N -2.4036 -0.1542 -1.5839
S -2.0981 1.7328 0.3177
Br -4.5212 -0.1467 0.1602
H 3.1445 -0.2505 0.5878
H 2.8040 2.0914 -0.1091
H 1.2135 -1.6924 1.0925
H 0.5138 3.0070 -0.2898
H -1.7808 -0.7791 1.8453
H -2.9276 -0.8899 -2.0385
H -1.2600 -1.9291 0.7726
H -1.5128 0.1121 -1.9840
*
```

=====

Entry 5:
ORCA calculation (ωB97M-V/def2-TZVPD) on the ion C5H11NO2P with charge +1 at a distorted geometry.

- ΔE to the lowest compared entry with this formula, charge and spin (kcal per mole) = 117.7
- frontier orbital gap (alpha / beta) (eV) = 7.767 / 7.770
- HOMO level (alpha / beta) (eV) = -13.72 / -13.72
- SMILES = C[N+](C)(C)/C=C\OP=O

```
! RIJCOSX wB97M-V def2-TZVPD def2/J DEFGRID3
* xyz 1 1
C -0.5782 1.4114 0.3972
N -0.5494 0.0247 -0.0215
C -1.8734 -0.6128 -0.1393
C 0.0655 0.0779 -1.4176
C 0.1841 -0.8032 0.9207
C 1.4513 -1.2275 0.9166
O 2.3363 -1.0217 -0.0971
P 3.2982 0.2823 -0.2727
O 2.1328 1.5411 0.7941
H -1.3717 2.1026 -0.1622
H -0.9043 1.4426 1.4901
H 0.5070 1.5585 0.3473
H -1.6766 -1.5329 -0.7181
H -2.3764 -0.7091 0.8296
H -2.6246 0.0045 -0.7160
H 0.8404 0.7136 -1.5161
H 0.2530 -0.8632 -1.9302
H -0.7186 0.4684 -2.0545
H -0.3344 -1.0037 1.7527
H 1.9391 -1.8534 1.5969
*
```

=====

Entry 6:
ORCA calculation (ωB97M-V/def2-TZVPD) on a cluster of 2 separate species, C14H23NO2 in total at a distorted geometry.

- ΔE to the lowest compared entry with this formula, charge and spin (kcal per mole) = 183.6
- frontier orbital gap (eV) = 9.340
- HOMO level (eV) = -8.91

```
! RIJCOSX wB97M-V def2-TZVPD def2/J DEFGRID3
* xyz 0 1
C -1.6140 -1.5222 -2.1187
C -0.5185 -1.3242 -0.9680
C 0.1236 -2.8383 -0.7465
C 1.5497 -2.7202 -0.1150
C 1.4033 -2.5426 1.4000
C 0.6247 -1.2582 2.0719
C 1.2540 0.0755 1.8440
C 0.3652 1.3317 2.2568
C 1.0682 2.5883 1.7204
C 0.2248 2.6687 -0.4233
C -0.9647 3.3906 -0.2069
C -2.1413 3.0191 -0.9458
C -2.1170 1.9554 -1.9290
C 0.1591 1.6473 -1.5146
H -0.7019 -0.5355 -3.2590
H -2.1579 -2.4716 -2.2613
H -2.1211 -0.4817 -2.0596
H 0.3507 -0.4796 -1.4385
H -1.1094 -0.8841 0.0048
H -0.7235 -3.5751 0.1638
H 0.2059 -3.5487 -1.8010
H 2.0810 -3.5715 -0.2366
H 1.9797 -1.8499 -0.7128
H 0.7433 -3.4081 1.7150
H 2.4603 -2.6430 1.7770
H -0.4117 -1.0640 1.8711
H 0.4918 -1.6336 3.1312
H 1.6877 0.0683 0.7248
H 2.2887 0.0416 2.3285
H -0.7414 1.2099 2.0353
H 0.3461 1.4540 3.2794
H 2.0365 2.4319 2.3484
H 0.5000 3.5277 1.9954
H -0.9505 4.4857 0.4709
H -3.1611 3.4630 -0.8011
H -2.9106 1.5731 -2.6940
H 1.0184 0.8976 -1.6828
N -1.0020 1.4527 -2.1733
O -0.8864 -1.5162 -3.4505
O 1.2700 2.5862 0.3993
*
```

=====

Entry 7:
ORCA calculation (ωB97M-V/def2-TZVPD) on a structure of composition C5H13NO2 at a distorted geometry.

- ΔE to the lowest compared entry with this formula, charge and spin (kcal per mole) = 102.7
- frontier orbital gap (eV) = 8.410
- HOMO level (eV) = -7.82

```
! RIJCOSX wB97M-V def2-TZVPD def2/J DEFGRID3
* xyz 0 1
C -1.2557 -0.2619 0.7042
C 0.7495 0.6884 -1.4570
C -2.2652 0.7530 0.2303
C 0.7390 0.9180 0.0319
N -1.3855 -1.5310 0.0589
O 0.7580 2.0355 0.5422
H -1.2972 -0.3740 1.7913
H -1.4854 -1.4428 -0.9462
H -0.5854 -2.1329 0.2324
H 1.5401 1.2926 -1.9093
H 0.8817 -0.3530 -1.7517
H -0.2051 1.0169 -1.8724
H -3.2772 0.4470 0.5131
H -2.2635 0.8425 -0.8604
H -2.0459 1.7314 0.6607
C 1.9375 -0.2697 0.7895
O 1.9732 -1.5796 0.2836
H 2.7359 -1.6834 -0.3009
H 1.7902 -0.3034 1.8703
H 2.8466 0.2963 0.5779
H 0.1145 -0.0899 0.8116
*
```

=====

Entry 8:
ORCA calculation (ωB97M-V/def2-TZVPD) on a structure of composition C32H28N9O5S2Tl at a distorted geometry.

- ΔE to the lowest compared entry with this formula, charge and spin (kcal per mole) = 67.1
- frontier orbital gap (eV) = 4.098
- HOMO level (eV) = -7.17

```
! RIJCOSX wB97M-V def2-TZVPD def2/J DEFGRID3
* xyz 0 1
Tl 0.2507 -0.3788 0.1254
O -3.9532 -1.6238 -1.8609
C -2.8492 -1.1859 -1.5838
N -2.2328 -1.3580 -0.3869
C -2.3290 -2.4031 0.3978
C -2.7555 -3.7009 -0.0062
C -2.6332 -4.7631 0.8353
C -2.1483 -4.5982 2.1567
C -1.8170 -3.3632 2.6273
C -1.8852 -2.2274 1.7783
N -1.5070 -1.0195 2.1287
C -1.7034 -0.3215 3.2481
O -2.6669 -0.4760 3.9860
C -0.7519 0.8196 3.4634
C -1.1725 1.8555 4.2950
C -0.3160 2.9118 4.5343
C 0.9501 2.8730 3.9699
C 1.2771 1.7899 3.1695
N 0.4477 0.7977 2.8899
C -2.1164 -0.2770 -2.5250
C -2.7027 -0.0092 -3.7574
C -2.0404 0.8079 -4.6559
C -0.8155 1.3355 -4.2793
C -0.3069 1.0143 -3.0313
N -0.9347 0.2275 -2.1718
H -3.1681 -3.8053 -0.9966
H -2.9203 -5.7519 0.5105
H -2.0668 -5.4633 2.7993
H -1.4797 -3.2127 3.6418
H -2.1599 1.8012 4.7269
H -0.6187 3.7400 5.1574
H 1.6659 3.6613 4.1538
H 2.2634 1.7014 2.7340
H -3.6531 -0.4587 -3.9923
H -2.4534 0.9925 -5.6328
H -0.2573 1.9645 -4.9518
H 0.6560 1.3828 -2.7025
C 4.1912 2.8986 0.3610
C 3.1628 1.8251 0.0937
N 1.8938 1.9959 0.1084
N 1.3499 3.1760 0.4226
C 0.0051 3.3766 0.5644
N -0.3384 4.6207 0.9923
S -1.1692 2.2487 0.2912
C 3.6829 0.4887 -0.2218
C 4.9142 0.0784 0.2998
C 5.4545 -1.1281 -0.1048
C 4.7590 -1.8898 -1.0303
C 3.5094 -1.4371 -1.4305
N 2.9757 -0.2940 -1.0390
H 3.8687 3.8695 -0.0136
H 4.3960 2.9974 1.4281
H 5.1245 2.6538 -0.1386
H 1.9574 3.9533 0.6879
H 0.2652 5.4091 0.8212
H -1.3299 4.7996 1.0036
H 5.4229 0.6765 1.0384
H 6.4080 -1.4592 0.2803
H 5.1711 -2.8050 -1.4238
H 2.9274 -2.0156 -2.1352
N 0.1192 -3.0305 -1.6959
C -0.2818 -2.8084 -3.0124
C -1.4536 -3.3749 -3.5154
C -1.9094 -3.0458 -4.7812
C -1.1777 -2.1599 -5.5338
C 0.0216 -1.6474 -5.1021
C 0.4675 -1.9633 -3.8326
S -1.8628 -1.5503 -7.1128
O -1.0568 -0.3774 -7.3991
O -1.6425 -2.6959 -7.9781
O -3.2438 -1.2665 -6.7727
H 1.1132 -2.9519 -1.5404
H -0.2948 -3.8343 -1.2460
H -2.0183 -4.0615 -2.9029
H -2.8334 -3.4449 -5.1679
H 0.5688 -0.9853 -5.7518
H 1.3743 -1.5163 -3.4566
*
```